{"formula": "C3H9NO4S", "method": "wB97M-V/def2-TZVPD", "lumo_ev": 0.4, "relative_energy_ev": 2.009, "gap_ha": 0.31637, "homo_ev": -8.2, "total_charge": 0, "energy_ev": -23769.415, "species": ["C", "C", "C", "N", "O", "O", "O", "O", "S", "H", "H", "H", "H", "H", "H", "H", "H", "H"], "positions_angstrom": [[1.77668, -0.73280, 0.01626], [1.71943, 0.76064, 0.10382], [-1.71036, -0.47015, -0.11478], [-2.92139, -0.11892, 0.47817], [-0.63668, 1.93426, -0.43868], [-1.49204, -0.17731, -1.34792], [1.09428, -1.43066, 1.03482], [1.79850, 1.47350, -1.03378], [-0.13416, 1.08725, 0.68542], [1.45880, -1.10630, -1.01077], [2.88136, -1.04589, -0.10023], [2.37139, 1.08211, 0.88630], [-1.29916, -1.42910, 0.33443], [-3.42871, 0.38970, -0.21575], [-2.84373, 0.42597, 1.36258], [-1.14438, 0.81403, -1.36704], [1.80314, -1.78822, 1.74019], [0.93013, 1.98259, -1.19415]]}

{"formula": "C2H4O3S2", "method": "wB97M-V/def2-TZVPD", "lumo_ev": 0.3, "relative_energy_ev": 4.123, "gap_ha": 0.35449, "homo_ev": -9.4, "total_charge": 0, "energy_ev": -29947.298, "species": ["C", "C", "O", "O", "O", "S", "S", "H", "H", "H", "H"], "positions_angstrom": [[-0.01682, 0.18144, -1.42100], [-0.28725, 0.65283, 1.05283], [-1.59839, -1.22688, -0.08268], [2.45864, 0.52414, -0.17514], [1.12881, -1.51013, 0.20094], [-1.31638, 0.28847, -0.30019], [1.15268, -0.05874, -0.06817], [-1.00665, -1.81303, -0.59267], [0.09043, 1.08115, -1.89029], [-0.25602, 1.66317, 1.15740], [-0.34906, 0.21758, 2.11897]]}

{"formula": "C10H16Br2", "method": "wB97M-V/def2-TZVPD", "lumo_ev": [-0.4, -0.2], "relative_energy_ev": 3.579, "gap_ha": [0.27735, 0.30779], "homo_ev": [-8.0, -8.5], "total_charge": 0, "energy_ev": -150707.967, "species": ["C", "C", "C", "C", "C", "C", "C", "C", "C", "C", "Br", "Br", "H", "H", "H", "H", "H", "H", "H", "H", "H", "H", "H", "H", "H", "H", "H", "H"], "positions_angstrom": [[-1.09108, -2.64186, -1.53876], [-1.45990, -1.52626, -0.93062], [0.67223, -0.15438, -0.05775], [0.65408, 1.29234, -0.09816], [0.60492, 0.59412, 1.29383], [-1.94674, -3.41121, -2.50139], [-0.52688, 2.09015, -0.48095], [1.93278, 1.93562, -0.47360], [-0.68155, 0.63198, 2.12924], [1.82113, 0.56502, 2.20682], [-3.07685, -0.57333, -1.04082], [1.98643, -1.42312, -0.52909], [-0.24043, -3.28677, -1.16065], [-3.06949, -3.04781, -2.56267], [-1.53754, -3.45095, -3.48274], [-2.02724, -4.51018, -2.05379], [-0.34351, 2.47031, -1.51596], [-0.64136, 2.91649, 0.18237], [-1.50209, 1.50355, -0.46442], [1.94581, 2.76212, -1.24884], [2.76197, 1.21797, -0.48016], [2.42005, 2.47526, 0.49054], [-0.87206, 1.55107, 2.56865], [-0.48925, 0.03071, 3.02061], [-1.59873, 0.31452, 1.68801], [2.74290, 0.38829, 1.52607], [1.65782, -0.20274, 2.83508], [1.90455, 1.48908, 2.67917]]}